Entry 1:
DFT (ωB97M-V with the def2-TZVPD basis set) results for a gas-phase ion, C7H11N2 (charge +1) at a distorted geometry.

Results
E_HOMO in eV: -13.7
Electronic energy in a.u.: -382.59051
LUMO in eV: -2.75
SMILES: C[C@@H]1CCn2cc[nH+]c21
Molecular weight in g/mol: 123.2

```
! wB97M-V def2-TZVPD RIJCOSX def2/J DEFGRID3
* xyz 1 1
C -1.5182 -0.3967 -1.8974
C -0.5120 0.0316 -2.6520
C 0.1414 0.3877 -0.5381
C -0.3060 -0.5242 1.5808
C -1.6150 -0.6078 0.8239
C 0.6193 0.5369 0.8858
C 2.1423 0.5139 1.1424
N -1.1492 -0.2641 -0.5858
N 0.4765 0.5422 -1.7736
H -2.4672 -0.6931 -2.2189
H -0.1924 -0.0175 -3.7116
H -0.3323 -0.2284 2.6420
H 0.1211 -1.5773 1.4965
H -2.0178 -1.6193 0.9697
H -2.4312 0.1225 1.1783
H 0.1133 1.4858 1.2105
H 2.5633 -0.3687 0.6206
H 2.3005 0.3680 2.1382
H 2.6744 1.3668 0.8577
H 1.3894 0.9416 -2.1690
*
```

=====

Entry 2:
DFT (ωB97M-V with the def2-TZVPD basis set) results for 2 unconnected molecules or ions with the total composition C7H11N2 at a distorted geometry.

Results
E_HOMO in eV: -12.3
Electronic energy in a.u.: -382.51021
LUMO in eV: -3.48
Molecular weight in g/mol: 123.2

```
! wB97M-V def2-TZVPD RIJCOSX def2/J DEFGRID3
* xyz 1 1
C -3.5834 -0.0531 0.0687
C -2.8051 1.0038 -0.2208
C -1.4825 -0.7423 0.0853
C 3.6222 -1.2556 0.0683
C 2.8147 -0.3395 -0.4667
C 1.1952 1.3861 -0.0374
C 1.9226 0.3740 0.4709
N -2.7447 -1.1784 0.1291
N -1.4820 0.5386 -0.2878
H -4.6885 -0.0811 0.1289
H -2.9449 2.0767 -0.4223
H -0.5992 -1.3147 0.1658
H 4.5727 -1.6684 -0.5214
H 3.6395 -1.5480 1.1532
H 2.5747 0.0327 -1.4793
H 0.5515 1.8448 0.6344
H 1.5908 1.8209 -0.9907
H -0.7857 1.2324 -0.3248
H 1.6627 -0.1075 1.3410
H -3.0308 -2.0214 0.5055
*
```

=====

Respective relative energy (zero: lowest compared OMol25 entry of this formula, charge and spin) values: 86.92, 297.74 kJ/mol.